Entry from OMol25: the molecule C20H23N3O3S (the ωB97M-V functional and the def2-TZVPD basis).

ORCA input file:
```
! RIJCOSX wB97M-V def2-TZVPD def2/J DEFGRID3
* xyz 0 1
C 0.157 3.326 1.273
O -0.514 2.132 0.923
C -0.855 1.305 2.003
C 0.335 0.640 2.721
N 1.128 -0.169 1.818
C 0.733 -1.415 1.434
S -0.725 -2.064 2.184
C -1.304 -3.223 0.898
C -2.462 -2.527 0.187
O -3.605 -2.894 0.381
C -2.085 -1.368 -0.593
C -0.833 -1.104 -1.215
C -0.875 0.168 -1.704
C 0.186 0.952 -2.387
N -2.109 0.697 -1.416
C -2.495 2.048 -1.705
C -2.857 -0.220 -0.757
C -4.229 0.051 -0.261
N 1.355 -2.164 0.598
C 2.475 -1.679 -0.014
C 3.131 -2.462 -0.971
C 4.256 -1.976 -1.594
C 4.754 -0.710 -1.284
C 4.121 0.070 -0.344
C 2.977 -0.405 0.300
C 2.295 0.406 1.297
O 2.672 1.495 1.685
H -0.370 3.848 2.081
H 0.155 3.949 0.380
H 1.191 3.136 1.572
H -1.502 0.533 1.577
H -1.423 1.871 2.758
H -0.044 0.019 3.534
H 1.006 1.402 3.125
H -0.446 -3.428 0.262
H -1.653 -4.121 1.404
H -0.021 -1.791 -1.332
H -0.130 1.281 -3.377
H 1.076 0.337 -2.494
H 0.441 1.831 -1.795
H -2.036 2.728 -0.984
H -2.167 2.324 -2.707
H -3.577 2.145 -1.650
H -4.917 0.221 -1.090
H -4.579 -0.815 0.293
H -4.248 0.927 0.390
H 2.736 -3.439 -1.200
H 4.761 -2.580 -2.334
H 5.639 -0.345 -1.785
H 4.486 1.052 -0.082
*
```

* energy relative to the best compared isomer or geometry (same formula, charge and spin): 1.301 eV
* SMILES: COCCn1c(SCC(=O)c2cc(C)n(C)c2C)nc2ccccc2c1=O
* calculated total energy: -1564.134427 a.u.
* lowest unoccupied orbital energy: 0.471 eV
* frontier orbital gap: 8.4 eV
* HOMO level: -7.91 eV